{"formula": "C25H17BrCoN2O2S", "method": "ωB97M-V/def2-TZVPD", "spin_multiplicity": 2, "e_above_lowest_kj_mol": 102.36, "elements": ["Co", "O", "S", "O", "N", "C", "C", "C", "C", "C", "C", "C", "C", "N", "C", "C", "C", "C", "C", "C", "C", "H", "H", "H", "H", "H", "H", "H", "H", "H", "H", "H", "Br", "C", "C", "C", "C", "C", "C", "C", "C", "C", "C", "H", "H", "H", "H", "H", "H"], "positions_angstrom": [[-0.5112, -0.4182, -0.3355], [0.8301, 0.1197, -2.0352], [1.8894, -0.7520, -1.5142], [3.2304, -0.2403, -1.5258], [1.3237, -1.2243, -0.0785], [1.7859, -0.9484, 1.1714], [3.0933, -0.7233, 1.5746], [3.3743, -0.4633, 2.9185], [2.3918, -0.4349, 3.8783], [1.0478, -0.6581, 3.5201], [-0.0424, -0.6387, 4.4181], [-1.3152, -0.8177, 3.9342], [-1.5171, -0.9835, 2.5614], [-0.5234, -1.0052, 1.6949], [0.7480, -0.8919, 2.1561], [1.7230, -2.1737, -2.5886], [0.4625, -2.7379, -2.6775], [0.1862, -3.6408, -3.6878], [1.1803, -3.9823, -4.5925], [2.4478, -3.4336, -4.4827], [2.7225, -2.5172, -3.4783], [3.8806, -0.7236, 0.8368], [4.4007, -0.2733, 3.2025], [2.6378, -0.2202, 4.9070], [0.1350, -0.4782, 5.4724], [-2.1733, -0.8355, 4.5880], [-2.5178, -1.1059, 2.1627], [-0.2967, -2.4503, -1.9557], [-0.8049, -4.0568, -3.7872], [0.9641, -4.6835, -5.3858], [3.2138, -3.7008, -5.1958], [3.6943, -2.0549, -3.3806], [-2.8982, -0.5817, -0.8134], [-3.1763, 1.3233, -0.4347], [-4.4388, 1.8382, -0.4915], [-4.6166, 3.2179, -0.3015], [-3.5346, 4.0294, -0.1066], [-2.2262, 3.5039, -0.0508], [-1.0864, 4.3226, 0.0828], [0.1620, 3.7737, 0.1811], [0.3321, 2.3800, 0.1780], [-0.7363, 1.5392, -0.0112], [-2.0291, 2.0948, -0.1643], [-5.2800, 1.1964, -0.6908], [-5.6139, 3.6279, -0.3270], [-3.6647, 5.0967, 0.0050], [-1.2197, 5.3954, 0.0856], [1.0367, 4.4031, 0.2527], [1.3311, 1.9854, 0.3114]]}